[1]
DFT (ωB97M-V/def2-TZVPD) results for a structure of composition C19H16F3N6O7PdS.

CARTESIAN COORDINATES (ANGSTROEM)
Pd: 1.0200 -1.1944 1.1680
O: 4.5373 -1.6207 1.2272
C: 3.5311 -1.4808 2.1292
O: 3.5777 -0.6264 2.9816
C: 2.4437 -2.4691 1.9101
C: 2.6645 -3.6294 1.0887
C: 1.8297 -4.6948 1.1889
C: 0.7302 -4.6116 2.0863
C: 0.5333 -3.4697 2.8060
N: 1.3778 -2.3813 2.8035
C: -0.6714 -3.3237 3.6858
O: -1.0508 -4.4627 4.3385
O: -1.3067 -2.3211 3.8312
H: 5.1397 -0.8862 1.4063
H: 3.4843 -3.6131 0.3879
H: 1.9647 -5.5678 0.5651
H: 0.0196 -5.4269 2.1539
H: -0.3660 -5.1279 4.1974
F: -0.4247 -2.6195 -1.6839
C: -0.0998 -1.5604 -2.4347
F: -1.0613 -0.6390 -2.2736
F: -0.1255 -1.9474 -3.7180
S: 1.5723 -0.8919 -1.9735
O: 1.9830 -0.1546 -3.1433
O: 1.2374 -0.0250 -0.8272
O: 2.3286 -2.0704 -1.6468
C: 0.6788 2.0407 1.5886
C: -0.6197 1.3743 1.2925
N: -0.8205 0.0823 1.3440
C: -2.1310 -0.1361 0.9921
C: -2.7374 1.0477 0.7304
N: -1.7674 2.0151 0.9299
C: -1.9210 3.4207 0.6772
N: -2.2320 3.6919 -0.7056
N: -3.2671 4.5081 -1.0028
N: -3.3288 4.6757 -2.2691
C: -2.3077 3.9549 -2.8520
C: -1.9518 3.8006 -4.1969
C: -0.8758 2.9906 -4.4682
C: -0.1613 2.3322 -3.4411
C: -0.4985 2.4742 -2.1156
C: -1.5877 3.3113 -1.8471
H: 1.3087 1.3278 2.1221
H: 0.5505 2.9274 2.2112
H: 1.1992 2.3201 0.6702
H: -2.5415 -1.1301 0.9746
H: -3.7355 1.3035 0.4206
H: -0.9931 3.9161 0.9596
H: -2.7436 3.8421 1.2531
H: -2.5127 4.2964 -4.9778
H: -0.5684 2.8343 -5.4941
H: 0.6618 1.6747 -3.6946
H: 0.0346 1.9194 -1.3559

Computed properties:
HOMO-LUMO gap = 7.2 eV
Highest occupied orbital energy = -4.562 eV
Charge = -1
Strongest force on any atom = 0.6 eV/A


[2]
DFT (ωB97M-V/def2-TZVPD) results for the molecule C19H16FN3O5 in a non-equilibrium geometry.

CARTESIAN COORDINATES (ANGSTROEM)
C: 4.4748 7.3581 1.7276
C: 3.7063 6.1452 2.2527
O: 3.7444 5.9378 3.4662
N: 3.3250 5.1817 1.3214
C: 2.7951 3.8318 1.5793
C: 2.2740 3.2234 2.8276
C: 1.6924 1.9789 2.8415
C: 1.5559 1.2638 1.6727
C: 2.1635 1.6850 0.4425
C: 2.8549 2.9290 0.4951
C: 2.1849 0.7760 -0.6868
O: 2.6342 1.1748 -1.7392
N: 1.8284 -0.5498 -0.5589
O: 2.0877 -1.3892 -1.6146
C: 1.2952 -0.9959 0.6134
O: 1.0927 -2.2132 0.6963
C: 0.6060 0.0643 1.4923
C: -0.7280 0.1233 0.6726
O: -1.2467 1.1957 0.2923
N: -1.5153 -0.9817 0.8042
C: -2.7881 -1.1669 0.2153
C: -2.7370 -2.5637 -0.2983
C: -1.6423 -3.1295 -0.9430
C: -1.5687 -4.4253 -1.2968
C: -2.7313 -5.1634 -1.1838
F: -2.9983 -6.3641 -1.8779
C: -3.8700 -4.6123 -0.5174
C: -3.8854 -3.2863 -0.1221
H: 4.1301 7.4217 0.6607
H: 4.1768 8.2819 2.2899
H: 5.5553 7.2377 1.7942
H: 3.3977 5.4907 0.3286
H: 2.3739 3.7683 3.7319
H: 1.4767 1.4498 3.7652
H: 3.2606 3.4664 -0.3670
H: 2.6665 -0.9177 -2.2503
H: 0.4197 -0.3686 2.4618
H: -0.9716 -1.8390 0.7987
H: -3.6424 -0.9519 1.0290
H: -3.0074 -0.5143 -0.6456
H: -0.8507 -2.4013 -1.0841
H: -0.7792 -4.8966 -1.6558
H: -4.8005 -5.1819 -0.5290
H: -4.7260 -2.7890 0.3813

Computed properties:
Relative energy (zero: lowest compared OMol25 entry of this formula, charge and spin) = 2.1847 eV
HOMO-LUMO gap = 8.6 eV
Highest occupied orbital energy = -9.070 eV
Structure (SMILES) = CC(=O)Nc1ccc2c(c1)C(=O)N(O)C(=O)[C@@H]2C(=O)NCc1ccc(F)cc1
Strongest force on any atom = 5.4 eV/A


[3]
DFT (ωB97M-V/def2-TZVPD) results for a structure of composition C19H16N2O12P2ReS.

CARTESIAN COORDINATES (ANGSTROEM)
Re: 0.3391 -0.0784 0.5336
O: -5.7134 -1.1547 0.4794
C: -4.3964 -0.8731 0.5362
C: -3.9070 0.4226 0.6831
C: -2.5371 0.5998 0.7242
N: -1.7055 -0.4313 0.6291
C: -2.1624 -1.6769 0.4911
C: -3.5088 -1.9508 0.4490
C: -1.0183 -2.6622 0.4100
O: -1.1417 -3.8515 0.3743
O: 0.1410 -2.0170 0.4901
C: -1.7883 1.9033 0.8852
O: -2.3145 2.9692 1.0371
O: -0.4914 1.6648 0.9395
H: -6.2347 -0.3431 0.5190
H: -4.5547 1.2852 0.7636
H: -3.8634 -2.9645 0.3379
O: -0.5972 2.4083 -2.0589
P: 0.5501 1.3311 -2.3508
O: 0.8537 1.1847 -3.7691
O: 0.1558 0.1131 -1.5136
O: 1.7808 1.9830 -1.4836
P: 2.9500 1.1163 -0.8148
O: 3.7911 2.2304 -0.0512
O: 3.7311 0.2778 -1.7161
O: 2.2337 0.4051 0.3939
H: -0.6699 3.0278 -2.7879
H: 4.5729 2.4579 -0.5608
N: 0.6198 -0.1278 2.6103
S: 2.0617 -0.7084 3.1508
C: 1.6914 -2.4381 3.3630
C: 0.3983 -2.8800 3.5840
C: 0.1717 -4.2398 3.7097
C: 1.2313 -5.1333 3.6260
C: 2.5225 -4.6753 3.4047
C: 2.7588 -3.3161 3.2612
C: 2.1542 -0.1110 4.8255
C: 1.1277 -0.3303 5.7351
C: 1.2548 0.1719 7.0181
C: 2.3971 0.8771 7.3808
C: 3.4136 1.0901 6.4630
C: 3.2955 0.5926 5.1726
H: 0.4330 0.7571 3.0745
H: -0.4124 -2.1635 3.6187
H: -0.8358 -4.6055 3.8550
H: 1.0458 -6.1949 3.7181
H: 3.3424 -5.3749 3.3194
H: 3.7533 -2.9465 3.0488
H: 0.2454 -0.8826 5.4401
H: 0.4641 0.0132 7.7388
H: 2.4916 1.2606 8.3874
H: 4.2966 1.6459 6.7453
H: 4.0724 0.7605 4.4392

Computed properties:
Relative energy (zero: lowest compared OMol25 entry of this formula, charge and spin) = 0.0000 eV
HOMO-LUMO gap (alpha / beta) = 7.3 / 6.8 eV
Highest occupied orbital energy (alpha / beta) = -8.054 / -7.765 eV
2S+1 = 2
Strongest force on any atom = 0.6 eV/A